ORCA calculation (ωB97M-V/def2-TZVPD) on a molecular structure, C18H19F5ILuN4OS in a non-equilibrium geometry.

The gap between HOMO and LUMO (alpha / beta) is 2.9 / 3.0 eV. Its total energy is -93115.46406 eV. The value obtained for the highest occupied orbital energy (alpha / beta) is 1.67 / 1.58 eV. For the LUMO energy (alpha / beta), the calculation gives 4.62 / 4.61 eV. The net charge is -2.

Structure (XYZ):
```
50
Properties=species:S:1:pos:R:3:nbo_charge:R:1
C -4.203 1.933 -2.556 -1.21
I -2.724 0.445 -1.322 -0.08
H -4.445 2.761 -1.890 0.16
H -5.049 1.265 -2.746 0.17
H -3.654 2.244 -3.451 0.17
C 2.896 1.898 -2.327 -0.10
C 2.133 2.969 -1.947 -0.08
N 0.844 2.547 -1.833 -0.41
C 0.798 1.185 -2.005 -0.16
N 2.047 0.822 -2.446 -0.42
H 3.938 1.838 -2.534 0.20
H 2.414 4.012 -1.843 0.20
C -2.530 -2.896 1.961 -0.10
C -1.916 -0.902 1.088 -0.02
N -1.652 -2.246 1.115 -0.40
H -4.193 -2.025 3.133 0.21
N -2.976 -0.745 1.913 -0.40
H -2.488 -3.957 2.107 0.21
Lu -0.200 -0.030 -0.053 1.10
C -0.480 0.625 -2.548 0.25
O -0.582 0.194 -3.675 -0.66
C -3.362 -1.954 2.464 -0.08
C -3.524 0.540 2.264 -0.41
H -2.873 1.070 2.979 0.21
H -4.516 0.421 2.713 0.19
H -3.608 1.186 1.378 0.25
C -0.528 -2.874 0.447 -0.39
H -0.831 -3.792 -0.079 0.22
H 0.261 -3.165 1.161 0.23
H -0.060 -2.227 -0.346 0.17
C 2.520 -0.546 -2.595 -0.40
H 3.093 -0.674 -3.519 0.19
H 1.669 -1.231 -2.615 0.22
H 3.177 -0.840 -1.763 0.19
C -0.271 3.330 -1.313 -0.40
H -1.207 3.040 -1.812 0.23
H -0.069 4.396 -1.517 0.19
H -0.385 3.187 -0.215 0.20
F 4.607 -3.016 1.948 -0.34
C 3.678 -2.047 1.978 0.10
C 3.922 -0.843 1.307 0.25
F 5.082 -0.655 0.617 -0.33
C 2.980 0.171 1.356 0.27
F 3.272 1.375 0.761 -0.33
C 1.728 0.020 2.018 -0.50
S 0.514 1.313 1.991 -0.37
C 1.549 -1.200 2.706 0.28
F 0.407 -1.370 3.429 -0.33
C 2.495 -2.211 2.700 0.23
F 2.302 -3.340 3.413 -0.34
```

---

ORCA calculation (ωB97M-V/def2-TZVPD) on a molecular structure, C18H19F5N3O10P2TeY in a non-equilibrium geometry.

The gap between HOMO and LUMO is 7.0 eV. Its total energy is -84430.06734 eV. The energy relative to the best compared isomer or geometry (same formula, charge and spin) comes out at 3.469 eV. The value obtained for the highest occupied orbital energy is -7.79 eV. For the LUMO energy, the calculation gives -0.76 eV. The net charge is 0.

Structure (XYZ):
```
59
Properties=species:S:1:pos:R:3:nbo_charge:R:1
Y -0.079 -0.198 -0.030 2.09
C -5.770 2.793 6.061 -0.25
O -4.454 3.004 5.583 -0.48
C -4.299 3.789 4.491 0.30
C -2.989 3.978 4.052 -0.24
C -2.728 4.738 2.933 -0.20
C -3.774 5.360 2.242 0.01
C -5.070 5.213 2.717 -0.20
C -5.345 4.407 3.813 -0.26
N -3.589 6.256 1.148 -0.12
N -2.717 6.110 0.274 -0.12
C -1.945 4.933 0.081 0.00
C -0.609 5.113 -0.194 -0.17
C 0.260 4.050 -0.470 -0.28
C -0.202 2.752 -0.483 0.35
O 0.520 1.691 -0.780 -0.88
C -1.585 2.535 -0.174 0.09
N -1.981 1.226 -0.123 -0.55
C -3.262 0.958 0.015 0.10
C -4.235 1.965 0.071 -0.25
C -3.849 3.276 0.075 -0.13
C -2.476 3.609 0.022 -0.02
H -5.676 2.149 6.929 0.20
H -6.390 2.297 5.310 0.18
H -6.242 3.732 6.359 0.18
H -2.189 3.509 4.611 0.23
H -1.708 4.877 2.602 0.23
H -5.874 5.716 2.194 0.23
H -6.369 4.283 4.135 0.22
H -0.222 6.124 -0.149 0.23
H 1.302 4.238 -0.691 0.23
H -3.538 -0.088 0.070 0.23
H -5.281 1.691 0.117 0.23
H -4.599 4.053 0.101 0.23
C 3.126 -2.477 -2.138 -0.65
C 2.953 -2.061 -0.687 -0.43
O 4.046 -2.444 0.160 -0.73
P 2.974 -0.208 -0.427 2.39
O 4.489 0.147 -0.177 -0.96
O 2.716 0.532 -1.770 -0.99
O 2.079 0.178 0.703 -1.11
P 1.457 -2.831 0.095 2.37
O 2.091 -4.167 0.668 -1.00
O 0.416 -3.323 -0.980 -1.06
O 0.773 -2.021 1.140 -1.11
H 4.069 -2.086 -2.519 0.24
H 2.308 -2.074 -2.735 0.27
H 3.120 -3.565 -2.230 0.22
H 4.088 -3.406 0.217 0.50
H 4.847 -0.224 0.642 0.53
H 1.932 1.143 -1.684 0.56
H 1.445 -4.704 1.155 0.54
F -3.268 -3.457 -0.239 -0.62
Te -1.457 -3.019 -0.478 3.39
F 0.397 -0.918 -1.753 -0.75
F -1.109 -4.231 0.929 -0.63
F -1.588 -4.592 -1.511 -0.61
F -1.900 -2.224 -2.107 -0.59
O -1.700 -1.535 0.492 -1.15
```

---

ORCA calculation (ωB97M-V/def2-TZVPD) on a molecular structure, C18H19F6NO4PtS5 in a non-equilibrium geometry.

The gap between HOMO and LUMO (alpha / beta) is 7.8 / 5.9 eV. Its total energy is -102361.82683 eV. Its spin multiplicity is 5. The energy relative to the best compared isomer or geometry (same formula, charge and spin) comes out at 0.815 eV. The value obtained for the highest occupied orbital energy (alpha / beta) is -14.18 / -15.81 eV. For the LUMO energy (alpha / beta), the calculation gives -6.39 / -9.92 eV. The net charge is +2.

Structure (XYZ):
```
54
Properties=species:S:1:pos:R:3:lowdin_spin:R:1
Pt -0.455 -0.148 0.001 1.51
C -2.719 -2.113 1.752 0.03
C -3.644 -1.919 0.563 0.04
S -2.704 -1.522 -0.917 0.37
C -3.610 -0.137 -1.631 0.03
C -3.660 1.140 -0.803 0.03
S -2.055 1.765 -0.177 0.15
C -2.487 1.955 1.573 0.01
C -2.825 0.678 2.342 0.02
S -1.651 -0.706 2.123 0.22
H -3.292 -2.350 2.650 0.01
H -2.016 -2.930 1.579 0.00
H -4.152 -2.866 0.364 0.01
H -4.411 -1.167 0.737 0.00
H -3.135 0.023 -2.594 0.00
H -4.629 -0.487 -1.815 0.01
H -4.075 1.935 -1.423 0.00
H -4.317 1.023 0.057 0.00
H -1.646 2.486 2.015 0.00
H -3.342 2.632 1.616 0.00
H -2.837 0.902 3.409 0.00
H -3.819 0.316 2.087 0.00
F 2.326 -0.136 -4.314 0.00
C 1.182 0.367 -3.896 0.00
F 1.420 1.315 -2.984 0.00
F 0.505 0.886 -4.897 0.00
S 0.136 -0.966 -3.145 0.01
O -0.893 -0.227 -2.351 0.13
O -0.391 -1.760 -4.193 0.01
N 1.152 -1.602 -2.143 0.01
S 0.735 -2.827 -1.219 0.01
O 0.308 -2.253 0.071 0.07
O -0.106 -3.809 -1.806 0.01
C 2.397 -3.567 -0.887 0.00
F 3.159 -2.661 -0.275 0.00
F 2.955 -3.925 -2.023 0.00
F 2.222 -4.608 -0.099 0.00
C 4.977 1.738 -0.135 0.05
C 4.167 0.881 -0.852 0.08
C 2.868 0.590 -0.411 0.17
C 2.338 1.137 0.762 0.05
C 1.022 0.836 1.231 0.36
C 0.695 1.314 2.512 0.08
C 1.530 2.122 3.258 0.09
C 2.780 2.490 2.756 0.16
C 3.196 1.990 1.523 0.01
C 4.493 2.289 1.050 0.18
H 5.976 1.972 -0.476 0.00
H 4.527 0.422 -1.763 0.00
H 2.278 -0.106 -0.982 0.01
H -0.243 1.043 2.978 0.00
H 1.218 2.465 4.235 0.00
H 3.436 3.132 3.330 0.00
H 5.118 2.951 1.636 0.01
```

---

ORCA calculation (ωB97M-V/def2-TZVPD) on a molecular structure, C18H19I4O12PS3 in a non-equilibrium geometry.

The gap between HOMO and LUMO is 7.1 eV. Its total energy is -117737.08677 eV. The value obtained for the highest occupied orbital energy is -8.95 eV. For the LUMO energy, the calculation gives -1.81 eV. The net charge is 0.

Structure (XYZ):
```
57
Properties=species:S:1:pos:R:3:nbo_charge:R:1
C -1.544 -3.482 -5.418 -0.09
C -1.482 -2.368 -4.975 -0.09
C -1.904 -1.121 -4.349 -0.10
C -2.451 -0.167 -5.107 -0.46
P -2.690 -0.275 -6.921 1.82
O -1.377 -0.884 -7.640 -0.94
O -2.883 1.196 -7.590 -0.96
S -4.292 -1.294 -7.230 -0.57
C -2.902 1.082 -4.356 0.56
O -2.917 2.180 -4.835 -0.50
C -3.344 0.847 -2.901 -0.13
C -4.445 1.772 -2.445 -0.23
I -4.032 3.863 -2.210 0.21
C -5.673 1.303 -2.215 -0.13
C -6.046 -0.179 -2.418 -0.67
I -7.265 2.565 -1.532 0.17
C -2.789 -0.103 -2.137 -0.07
C -3.186 -0.339 -0.677 -0.37
I -3.088 -2.451 -0.154 0.13
C -2.401 0.533 0.383 -0.31
C -3.189 1.852 0.726 -0.65
I -0.450 1.174 -0.326 0.10
C -1.724 -0.962 -2.837 0.60
O -0.827 -1.505 -2.268 -0.47
H -1.643 -4.481 -5.799 0.25
H -0.573 -0.462 -7.293 0.51
H -3.487 1.725 -7.046 0.52
H -5.807 -0.765 -1.517 0.23
H -5.507 -0.592 -3.284 0.24
H -7.129 -0.244 -2.591 0.24
H -4.238 -0.075 -0.527 0.25
H -2.281 -0.045 1.309 0.24
H -3.082 2.069 1.800 0.24
H -4.240 1.792 0.409 0.21
H -2.690 2.677 0.205 0.23
C 3.253 -0.639 2.120 -0.10
C 4.083 0.093 3.153 -0.11
O 3.158 0.978 3.803 -0.69
S 1.704 0.290 3.836 2.54
O 1.521 -0.322 5.103 -0.90
O 0.766 1.202 3.292 -0.90
O 1.992 -0.867 2.756 -0.68
H 3.083 -0.021 1.235 0.19
H 3.705 -1.581 1.820 0.22
H 4.901 0.654 2.709 0.21
H 4.479 -0.594 3.902 0.22
C 7.312 -0.188 7.437 -0.10
C 7.414 0.713 6.225 -0.10
O 7.908 -0.136 5.182 -0.68
S 7.354 -1.631 5.407 2.55
O 6.208 -1.814 4.587 -0.92
O 8.450 -2.525 5.387 -0.88
O 6.857 -1.445 6.924 -0.68
H 8.288 -0.343 7.902 0.19
H 6.615 0.194 8.179 0.22
H 8.085 1.553 6.384 0.22
H 6.432 1.085 5.923 0.19
```

---

ORCA calculation (ωB97M-V/def2-TZVPD) on a molecular structure, C18H19IN2Zr in a non-equilibrium geometry.

The gap between HOMO and LUMO is 6.5 eV. Its total energy is -31319.66741 eV. The value obtained for the highest occupied orbital energy is -14.79 eV. For the LUMO energy, the calculation gives -8.30 eV. The net charge is +2.

Structure (XYZ):
```
41
Properties=species:S:1:pos:R:3:nbo_charge:R:1
C -0.159 0.928 3.446 -0.73
C 0.891 1.929 2.830 -0.75
H -1.085 1.515 3.785 0.28
H 0.488 0.800 4.315 0.31
H -0.573 -0.105 3.180 0.25
H 1.186 2.467 1.864 0.26
H 0.678 2.703 3.578 0.31
H 1.837 1.367 3.172 0.27
C -2.859 -0.900 0.338 0.09
C -3.906 -1.481 -0.423 -0.20
C -3.907 -1.306 -1.819 -0.09
C -2.866 -0.607 -2.412 -0.19
H -2.819 -0.993 1.440 0.24
H -4.701 -2.062 0.098 0.28
H -4.729 -1.731 -2.411 0.27
H -2.817 -0.503 -3.498 0.25
N -1.866 -0.177 -0.254 -0.65
C -1.849 -0.019 -1.624 0.27
C -0.784 0.762 -2.169 0.16
N 0.085 1.329 -1.254 -0.60
C 1.134 2.081 -1.669 0.09
C 0.485 1.767 -3.985 -0.09
C 1.363 2.313 -3.038 -0.20
H 1.787 2.513 -0.879 0.24
H 2.247 2.928 -3.343 0.28
C -0.566 0.985 -3.535 -0.17
H -1.243 0.513 -4.249 0.25
H 0.649 1.961 -5.049 0.27
Zr -0.319 0.840 0.851 1.94
I -1.802 3.138 1.372 -0.18
C 3.140 -2.975 1.189 -0.16
C 3.573 -1.718 0.703 -0.18
C 2.633 -0.662 0.520 -0.22
C 1.279 -0.870 0.851 -0.61
C 0.854 -2.135 1.301 -0.16
C 1.784 -3.168 1.471 -0.21
H 3.863 -3.755 1.331 0.24
H 4.650 -1.542 0.474 0.24
H 2.972 0.308 0.137 0.20
H -0.184 -2.292 1.521 0.19
H 1.455 -4.146 1.846 0.24
```